Record 1
{"formula": "C3H22NO10", "method": "the ωB97M-V functional and the def2-TZVPD basis", "symbols": ["C", "N", "C", "C", "O", "O", "H", "H", "H", "H", "H", "H", "H", "H", "O", "H", "H", "O", "H", "H", "O", "H", "H", "O", "H", "H", "O", "H", "H", "O", "H", "H", "O", "H", "H", "O"], "coordinates": [[0.57103, -1.38070, 2.05332], [0.82877, -0.00135, 2.53374], [1.76760, 0.71351, 1.65458], [1.61419, 0.61032, 0.14176], [2.62066, 0.58519, -0.57871], [0.41662, 0.70457, -0.32979], [-0.50986, -1.58476, 2.00020], [1.18564, -2.01731, 2.73874], [0.68678, -1.49917, 0.98196], [-0.06276, 0.48314, 2.48820], [2.80733, 0.46008, 1.88393], [1.69065, 1.80129, 1.83712], [-3.80921, -1.36571, -0.05955], [-2.30761, -0.91476, -0.67104], [-3.08462, -0.74065, 0.00418], [1.98381, -2.61610, -1.44631], [2.30049, -2.74616, 0.01803], [1.86078, -3.23001, -0.68757], [1.85440, -0.92343, -3.22962], [2.69648, -0.56805, -2.06929], [2.36642, -1.36527, -2.53954], [-2.40495, -0.00832, 1.52342], [-2.38127, 1.47561, 1.89517], [-2.71109, 0.62344, 2.20914], [-3.73578, 0.94231, -0.09757], [-3.11255, 1.69283, -1.17596], [-3.77248, 1.84327, -0.48560], [-0.83379, -2.00999, -0.57342], [-0.41924, -0.62725, -1.03214], [-1.00084, -1.42392, -1.32479], [-0.41179, 2.21765, -0.15127], [-1.68713, 2.93174, 0.37217], [-0.72911, 3.04655, 0.26973], [2.60160, 1.42611, -2.40994], [1.17954, 1.91055, -2.63729], [1.94128, 1.55476, -3.10601]], "e_above_lowest_kcal_mol": 6.0, "multiplicity": 1, "homo_energy_ha": -0.22166, "total_charge": -1, "gap_ev": 8.91, "lumo_ev": 2.88}



Record 2
{"formula": "C3H22NO9S", "method": "the ωB97M-V functional and the def2-TZVPD basis", "symbols": ["C", "C", "S", "C", "N", "O", "H", "H", "H", "H", "H", "H", "H", "H", "O", "H", "H", "O", "H", "H", "O", "H", "H", "O", "H", "H", "O", "H", "H", "O", "H", "H", "O", "H", "H", "O"], "coordinates": [[0.01046, -2.26088, 0.26069], [-0.95062, -1.40488, -0.64091], [-1.00090, -1.90355, -2.50558], [1.23358, -1.48711, 0.54828], [2.37164, -1.58780, -0.19437], [1.27058, -0.58135, 1.41888], [0.09515, -3.23045, -0.29191], [-0.59561, -2.62416, 1.07032], [-0.61328, -0.30263, -0.56920], [-2.00358, -1.39231, -0.40582], [3.14492, -1.03349, 0.15259], [2.32462, -2.29388, -0.88267], [-0.80153, 0.76208, 3.46969], [0.57160, 0.49398, 3.10824], [0.03621, 0.57073, 3.93546], [3.11981, 0.28802, 1.21470], [3.78759, 1.57038, 0.42974], [3.84376, 0.64505, 0.65683], [-1.97734, 0.04819, -3.55513], [-2.80700, -0.03932, -2.39059], [-2.65823, 0.57827, -3.11136], [-2.87690, -0.60801, -0.04705], [-3.56168, 0.34429, -1.04219], [-3.53723, 0.22751, -0.08711], [1.32954, 1.52789, -0.08336], [0.27527, 1.97185, -1.28968], [0.44273, 1.71040, -0.38095], [-2.90328, 0.68826, 2.07470], [-2.07224, 1.59749, 1.31010], [-2.29278, 1.40959, 2.23892], [0.57934, 3.12819, 3.07596], [0.72934, 2.73986, 1.63029], [1.21143, 3.13212, 2.36928], [0.78293, 0.49777, -2.72000], [1.99191, 0.23717, -1.67803], [1.64542, 0.81944, -2.34358]], "e_above_lowest_kcal_mol": 27.9, "multiplicity": 1, "homo_energy_ha": -0.15647, "total_charge": -1, "gap_ev": 7.17, "lumo_ev": 2.91}



Record 3
{"formula": "C3H24N2O8", "method": "the ωB97M-V functional and the def2-TZVPD basis", "symbols": ["N", "C", "C", "N", "C", "O", "H", "H", "H", "H", "H", "H", "H", "H", "H", "H", "O", "H", "H", "O", "H", "H", "O", "H", "H", "O", "H", "H", "O", "H", "H", "O", "H", "H", "O", "H", "H"], "coordinates": [[1.24219, 1.59058, -0.51934], [0.06309, 1.41668, 0.32769], [-1.10212, 0.70468, -0.41269], [-1.98974, 0.08468, 0.58325], [-0.88679, -0.12294, -1.67657], [-1.96549, 0.21251, -2.58087], [1.72306, 0.71563, -0.71295], [1.18608, 2.02150, -1.43233], [0.37940, 0.74546, 1.15005], [-0.37999, 2.33425, 0.67576], [-1.74086, 1.50896, -0.81474], [-1.59429, -0.76869, 0.93942], [-2.96138, 0.02207, 0.31613], [-0.83422, -1.21131, -1.59389], [-0.00212, 0.16991, -2.24677], [-2.58397, -0.48708, -2.79547], [3.13353, 0.08336, 1.68997], [2.37425, -0.42442, 2.10058], [2.64735, 0.81280, 1.26572], [-0.67874, -3.15838, 1.11473], [-0.02670, -3.15301, 0.39107], [-1.41144, -2.73045, 0.65138], [3.51687, -0.74507, -0.70885], [4.29743, -1.30826, -0.73441], [3.50533, -0.46437, 0.27420], [-1.91223, 3.16138, -2.70734], [-2.18763, 2.26646, -2.45394], [-1.06023, 3.03393, -3.13796], [-2.91720, 1.56846, 2.85952], [-2.48045, 1.67148, 1.99735], [-2.19532, 1.38784, 3.48095], [1.15692, -2.07201, -0.83094], [1.38907, -2.52339, -1.64850], [1.92798, -1.48033, -0.67883], [0.97887, -1.25535, 2.71076], [0.86623, -2.05216, 3.25131], [0.52324, -1.55541, 1.90654]], "e_above_lowest_kcal_mol": 19.3, "multiplicity": 1, "homo_energy_ha": -0.34040, "smiles": "NC[C@H](N)CO.O.O.O.O.O.O.O", "gap_ev": 9.37, "lumo_ev": 0.10}